This record from the Open Molecules 2025 dataset describes 2 unconnected molecules or ions with the total composition Br2H2O2Si in a non-equilibrium geometry. The level of theory is ωB97M-V/def2-TZVPD.

Element x y z (Å)
Br1 -3.2537 -0.8008 1.3854
Br2 -2.1133 2.2543 -0.3387
Si1 -1.6101 0.3026 0.4959
O1 -0.8151 -1.0659 -1.4322
O2 -0.3556 0.4679 1.4868
H1 -0.3764 -0.2586 -1.6858
H2 0.4050 -0.0754 1.2606

Atomic forces in eV per Å
Br 0.1050 0.1372 -0.1873
Br -0.0900 -0.2922 0.0244
Si 0.6287 -1.8744 -2.7793
O -1.5938 1.8240 3.6618
O 0.1771 -0.1414 -0.0859
H 0.5467 0.4648 -0.7340
H 0.2264 -0.1180 0.1003

Properties
**2S+1**: 1
**E**: -152091.99852 eV
**Gap between HOMO and LUMO**: 9.42 eV
**Total charge**: 0
**Energy above the lowest of the compared OMol25 structures with the same formula, charge and spin**: 334.2 kJ/mol
**HOMO energy**: -10.18 eV

Charges computed using Mulliken, reported in e: -0.13 -0.14 0.73 -0.70 -0.38 0.26 0.36


This record from the Open Molecules 2025 dataset describes 2 unconnected molecules or ions with the total composition Br2H4P2Si in a non-equilibrium geometry. The level of theory is ωB97M-V/def2-TZVPD.

Element x y z (Å)
Br1 -1.6872 2.9549 0.2056
Br2 4.0409 1.3132 -0.2870
P1 -2.3473 -0.3746 -2.0154
P2 0.4594 0.1692 0.5605
Si1 -1.3731 0.8441 -0.5928
H1 -3.4990 0.3493 -2.4918
H2 0.0369 -1.0845 0.8046
H3 1.1529 -0.0484 -0.8144
H4 2.8615 1.8159 0.2228

Atomic forces in eV per Å
Br -0.0973 -0.7468 -0.4791
Br 1.0378 -0.3769 -0.4439
P 0.2387 0.3428 0.4370
P 1.1955 1.6821 -2.2112
Si -0.6311 0.2396 -0.1391
H 0.5691 0.2120 0.4962
H -0.4702 -1.7036 -0.0666
H -0.9051 -0.0761 1.9519
H -0.9374 0.4270 0.4548

Properties
**SMILES**: [H]/P=[Si](/P)Br.Br
**2S+1**: 1
**E**: -166604.29472 eV
**Gap between HOMO and LUMO**: 8.06 eV
**Total charge**: 0
**Energy above the lowest of the compared OMol25 structures with the same formula, charge and spin**: 229.0 kJ/mol
**HOMO energy**: -8.77 eV

Charges computed using Mulliken, reported in e: -0.24 -0.19 -0.14 -0.18 0.36 0.03 0.09 0.10 0.18